1.
{"formula": "C6H33NO11", "method": "wB97M-V/def2-TZVPD", "spin_multiplicity": 1, "smiles": "CN(C)CCCC=O.O.O.O.O.O.O.O.O.O.O", "homo_ev": -9.94, "species": ["C", "N", "C", "C", "C", "C", "C", "O", "H", "H", "H", "H", "H", "H", "H", "H", "H", "H", "H", "H", "H", "O", "H", "H", "O", "H", "H", "O", "H", "H", "O", "H", "H", "O", "H", "H", "O", "H", "H", "O", "H", "H", "O", "H", "H", "O", "H", "H", "O", "H", "H"], "coordinates": [[2.8946, 0.9146, 0.5921], [2.0662, 1.5579, -0.4178], [2.9390, 2.4753, -1.1558], [0.9540, 2.4561, 0.0316], [-0.3123, 2.3754, -0.7488], [-1.3568, 1.1817, -0.5121], [-2.5133, 1.7068, 0.2855], [-2.5270, 2.7283, 0.9247], [3.2467, 1.5448, 1.4176], [2.3734, 0.0646, 1.0842], [3.6053, 0.2829, 0.0308], [3.7442, 2.1555, -1.8056], [3.4374, 3.2000, -0.4812], [2.3170, 3.0343, -1.8864], [0.6943, 2.2272, 1.0804], [1.1049, 3.4723, 0.3792], [-0.9169, 3.2935, -0.5442], [-0.2071, 2.4785, -1.8157], [-1.8442, 0.8260, -1.4188], [-0.7964, 0.3158, -0.1854], [-3.2369, 0.9036, 0.5158], [0.7213, -0.2735, -2.2531], [1.5323, -0.1081, -2.7231], [0.7603, 0.2384, -1.4286], [1.5110, 2.5734, 3.1992], [1.1836, 3.4714, 3.0590], [2.3747, 2.5070, 2.7684], [1.4260, -3.2004, 1.7772], [2.0749, -2.4936, 1.7800], [0.5774, -2.9357, 2.1859], [-1.8759, -0.9064, -2.7141], [-2.6380, -0.4974, -3.1573], [-1.2205, -0.4968, -3.2945], [-0.8164, 4.3198, 2.3934], [-0.8416, 3.4277, 2.7709], [-1.3409, 4.1375, 1.5892], [1.5214, -3.2059, -1.3385], [1.0066, -3.4384, -0.5403], [1.6331, -2.2564, -1.1200], [-1.5479, -2.9113, -0.9558], [-2.2580, -2.7247, -1.5900], [-1.1333, -2.0389, -1.0742], [-0.7798, -2.3530, 3.0968], [-1.4455, -3.0275, 2.8506], [-0.5722, -2.7191, 3.9670], [-2.6758, -3.6147, 1.3930], [-2.1342, -3.5527, 0.5807], [-3.0751, -2.7430, 1.4901], [0.2422, -3.1392, -3.7974], [1.0044, -3.2925, -3.1977], [-0.4868, -2.9736, -3.1816]], "forces_ev_per_angstrom": [[-1.2, -2.1, 0.2], [0.3, 1.8, -0.2], [-0.2, 1.6, -1.1], [-0.7, -1.7, 2.8], [-2.6, 0.4, -0.9], [1.1, 2.5, -1.1], [1.4, -2.1, 2.4], [-0.6, 0.3, -0.7], [0.6, 0.0, -0.6], [-0.5, 0.8, 0.0], [0.6, 1.1, 0.4], [0.2, -1.4, 0.2], [-0.4, -0.1, -0.1], [0.2, 0.0, 0.6], [-0.1, -1.3, -0.3], [1.3, 0.9, -1.3], [0.6, -0.6, 0.2], [0.7, -0.2, -0.6], [0.4, 0.2, -0.3], [-0.6, -0.4, 1.0], [-0.7, 0.4, -0.4], [-0.8, -0.4, 0.3], [0.5, 0.2, -0.1], [0.7, 0.2, -0.5], [0.1, -0.1, 0.1], [0.2, 0.1, -0.1], [-0.4, 0.3, 0.3], [0.0, -0.7, -0.6], [-0.4, 0.2, 0.3], [0.5, 0.6, 0.1], [-1.0, 0.9, -1.4], [-0.5, -0.6, 0.5], [1.1, -0.5, 0.5], [-0.1, -0.6, -0.4], [0.0, 0.2, 0.3], [0.2, 0.4, 0.3], [-0.1, 1.1, 1.3], [0.3, -0.6, -0.4], [0.2, -0.5, -0.8], [-0.2, 0.9, -0.6], [-0.2, -0.7, 0.1], [0.5, -0.4, 0.4], [-0.6, -1.0, 0.7], [-0.1, 0.4, -0.8], [0.5, 0.5, 0.2], [0.1, -0.1, 0.4], [-0.2, 0.2, 0.1], [0.0, -0.1, -0.2], [0.3, 0.0, 0.1], [-0.8, 0.1, -0.2], [0.4, -0.1, -0.1]]}


2.
{"formula": "C5H9NO2", "method": "wB97M-V/def2-TZVPD", "spin_multiplicity": 1, "smiles": "C=C(ON)C(=O)CC", "homo_ev": -8.87, "species": ["C", "C", "O", "N", "C", "O", "C", "C", "H", "H", "H", "H", "H", "H", "H", "H", "H"], "coordinates": [[-0.3374, 1.3117, -1.4401], [-0.7913, 0.3565, -0.6400], [-1.9983, -0.5238, -1.0082], [-3.0358, -0.3825, -0.0354], [-0.1286, -0.6016, 0.2632], [-0.6486, -1.2695, 1.1587], [1.4163, -0.6015, 0.1160], [2.0555, 0.3749, 1.0821], [-0.9999, 1.7525, -2.1802], [0.7058, 1.6025, -1.4778], [-2.6878, -0.6558, 0.8939], [-3.6639, -1.1790, -0.1627], [1.7134, -1.6301, 0.3460], [1.7326, -0.4292, -0.9149], [1.6699, 0.2300, 2.0956], [1.8581, 1.4118, 0.7946], [3.1401, 0.2330, 1.1091]], "forces_ev_per_angstrom": [[-0.6, -0.4, -0.1], [-2.9, -3.3, -1.3], [1.5, 2.4, 0.2], [-1.0, 0.1, 1.1], [2.3, 0.2, 2.1], [0.5, 1.1, -1.7], [-0.6, -1.2, -0.1], [0.2, 0.3, 0.3], [0.1, -0.2, 0.1], [-0.1, 0.2, 0.5], [0.8, 0.3, -0.4], [0.1, 0.1, -0.9], [0.1, 0.1, 0.1], [-0.2, 0.2, 0.1], [0.1, 0.0, -0.1], [0.0, -0.1, 0.1], [-0.1, 0.0, 0.0]]}


3.
{"formula": "C4H14N2O", "method": "wB97M-V/def2-TZVPD", "spin_multiplicity": 1, "homo_ev": -7.79, "species": ["C", "C", "C", "H", "H", "H", "H", "H", "H", "H", "H", "C", "N", "N", "O", "H", "H", "H", "H", "H", "H"], "coordinates": [[0.9350, 1.5056, -2.5737], [1.8114, 0.5331, -0.0019], [0.1852, 0.3612, -2.7362], [0.4696, 2.4092, -2.2074], [1.9886, 1.5352, -2.8051], [-0.8632, 0.4557, -2.9932], [1.6122, 0.0596, 0.9595], [2.6380, 1.2193, 0.1554], [2.1087, -0.2052, -0.7440], [-0.3741, -0.0430, -1.2462], [0.6568, -0.4712, -3.2450], [-1.6913, -1.2862, 2.9746], [-0.8107, -0.5943, 2.0485], [-1.1457, -0.4132, -0.2812], [-0.8424, -1.2747, 0.7659], [0.1592, -0.6974, 2.3550], [-1.8488, 0.2481, 0.0522], [0.7803, 0.9768, -0.1713], [-1.4854, -2.3590, 3.0619], [-2.7275, -1.1250, 2.6743], [-1.5559, -0.8346, 3.9579]], "forces_ev_per_angstrom": [[-1.6, -1.8, -0.4], [-1.2, 0.2, 1.0], [1.4, 2.3, -2.2], [0.0, 0.2, -0.1], [0.2, -0.1, 0.4], [-0.3, 0.0, 0.8], [0.5, -0.4, 0.0], [-0.2, 0.4, -0.2], [-0.3, 0.0, 0.1], [-2.1, -1.3, 4.1], [0.1, -0.3, 0.4], [0.0, -0.2, -0.2], [0.6, 0.4, -0.5], [0.4, 0.8, -3.0], [0.4, -0.1, 0.3], [-0.3, 0.0, 0.0], [0.5, 0.0, -0.4], [1.8, -0.1, -0.1], [-0.1, 0.0, -0.1], [0.1, -0.1, 0.0], [0.1, 0.1, 0.0]]}